C4H15NO3 | the ωB97M-V functional and the def2-TZVPD basis

```
23
Properties=species:S:1:pos:R:3:forces:R:3:mulliken_charge:R:1
N 1.755519 -1.429473 -0.454891 -0.263 0.034 0.531 -0.539
C 0.654057 -1.432745 -1.411639 0.363 0.069 -0.406 -0.720
C 0.251325 -0.101432 -2.060956 -0.253 0.469 0.417 -0.516
C -0.138709 1.021857 -1.063884 0.713 -0.655 0.510 -0.462
C -1.208047 0.628603 -0.036035 -0.723 0.175 -0.910 0.011
O -2.482602 1.139342 -0.461315 0.117 0.265 0.787 -0.582
H 1.419811 -1.288881 0.498676 0.288 0.121 -0.421 0.264
H 2.514749 -0.796413 -0.672053 -0.172 0.034 -0.007 0.243
H 0.934492 -2.093951 -2.236698 -0.143 -0.143 0.059 0.296
H -0.187883 -1.886375 -0.895760 -0.117 -0.134 -0.131 0.364
H -0.541005 -0.294606 -2.792550 -0.041 -0.028 0.097 0.307
H 1.099559 0.285757 -2.631784 0.026 -0.107 -0.120 0.307
H -0.464384 1.916525 -1.586239 -0.017 0.101 -0.037 0.375
H 0.807439 1.253485 -0.566558 -0.109 0.249 0.242 0.185
H -1.149970 1.024807 0.971079 0.744 0.276 -0.135 0.106
H -1.205971 -0.458096 0.051214 -0.316 -0.080 0.157 0.091
H -2.844067 0.625427 -1.164892 -0.230 -0.623 -0.740 0.306
O -0.921218 -1.156171 3.007827 0.362 -0.489 0.278 -0.657
H -0.042496 -1.141538 3.426562 -0.594 0.189 -0.295 0.316
H -1.012779 -0.297804 2.590168 0.217 0.160 0.052 0.313
O 0.677157 1.213125 2.553776 0.670 -1.058 -0.458 -0.572
H 0.545883 2.105915 2.834477 0.079 0.910 0.200 0.281
H 1.539149 1.162634 2.101467 -0.601 0.265 0.331 0.284
```
Positions in Å, forces in eV/Å.

Values from the calculation:
* net charge: 0
* Kohn-Sham gap: 9.53 eV
* F_max: 0.0259 hartree/bohr
* energy above the lowest of the compared OMol25 structures with the same formula, charge and spin: 21.4 kcal/mol
* E: -12023.2890 eV
* HOMO level: -9.23 eV
* multiplicity: 1
* structure (SMILES): NCCCCO.O.O

***

C4H15NO4S | the ωB97M-V functional and the def2-TZVPD basis

```
25
Properties=species:S:1:pos:R:3:forces:R:3:mulliken_charge:R:1
C -1.373053 -3.108131 0.818931 1.169 -0.475 0.650 -1.247
C -0.392918 -1.935997 0.765104 -1.117 -0.239 -0.737 0.775
O 0.818705 -1.985020 0.629579 0.109 -0.359 0.038 -0.694
N -1.046448 -0.756114 0.808239 1.049 1.519 0.606 -0.175
C -0.330896 0.519804 0.828420 0.573 -0.312 0.494 -0.600
C 0.236332 1.021715 2.180530 -1.419 -0.664 1.073 -0.529
S 0.330930 2.843850 2.175498 0.365 -0.310 0.092 -0.239
H -1.568985 -3.241380 1.886488 -0.625 0.114 -0.088 0.321
H -2.255232 -2.939891 0.213234 -0.200 0.171 0.225 0.366
H -0.933712 -4.065311 0.542090 0.299 0.249 -0.329 0.337
H -2.007593 -0.597978 1.034935 -0.401 -0.972 0.009 0.238
H 0.569375 0.455633 0.232398 -0.344 0.046 -0.773 0.084
H -1.071570 1.206831 0.430059 0.381 0.408 -0.107 0.524
H 1.125000 0.486636 2.508957 0.699 0.441 -0.787 0.383
H -0.395763 0.741390 3.036122 -0.559 0.234 -0.411 0.383
H -0.198777 2.951950 0.956357 0.112 0.213 -0.115 0.104
O 1.370660 2.118422 -1.412097 0.254 1.052 -0.772 -0.594
H 1.713305 1.302445 -1.801953 0.044 -0.349 0.265 0.335
H 1.786518 2.827881 -1.943593 -0.416 -0.497 0.533 0.275
O 2.418628 -0.398010 -1.471491 -0.120 -0.593 0.204 -0.703
H 1.968572 -1.067108 -0.897683 0.653 0.699 -0.234 0.335
H 3.278500 -0.169166 -1.084420 -0.523 -0.384 0.095 0.320
O -1.715122 1.122577 -3.495523 -0.227 0.341 -0.212 -0.637
H -1.392027 1.993206 -3.759723 -0.090 -0.153 0.087 0.316
H -0.934429 0.671766 -3.180458 0.334 -0.181 0.195 0.322
```
Positions in Å, forces in eV/Å.

Values from the calculation:
* net charge: 0
* Kohn-Sham gap: 9.41 eV
* F_max: 0.0378 hartree/bohr
* energy above the lowest of the compared OMol25 structures with the same formula, charge and spin: 5.6 kcal/mol
* E: -24906.8905 eV
* HOMO level: -8.88 eV
* multiplicity: 1
* structure (SMILES): CC(=O)NCCS.O.O.O

***

C4H15NSi2 | the ωB97M-V functional and the def2-TZVPD basis

```
22
Properties=species:S:1:pos:R:3:forces:R:3:mulliken_charge:R:1
C 0.951964 0.715132 -1.689667 0.022 -0.048 -0.047 -1.421
C -2.791472 -0.613647 0.481117 -0.102 -0.071 0.054 -1.001
C -1.537821 1.329297 1.073750 0.047 -0.053 0.066 -1.056
C 1.343001 0.172579 -0.309386 0.027 -0.542 0.126 0.097
N -1.495070 0.016829 0.473693 0.138 -0.101 -0.206 0.317
Si 3.017911 -0.724408 -0.389904 -0.676 0.454 0.076 0.475
Si -0.045214 -0.899494 0.421281 1.308 0.455 2.846 0.028
H 1.688294 1.434017 -2.047661 0.046 0.037 -0.070 0.417
H 0.895545 -0.090467 -2.419848 -0.071 -0.043 -0.159 0.397
H -0.016102 1.211703 -1.659452 -0.102 0.029 -0.061 0.342
H -2.754411 -1.546584 -0.073544 -0.104 -0.123 -0.063 0.296
H -3.135355 -0.827248 1.500747 -0.089 -0.020 0.009 0.324
H -3.522027 0.052799 0.009901 -0.035 -0.120 -0.015 0.317
H -1.800334 1.273242 2.136620 -0.008 0.090 0.063 0.326
H -0.571104 1.813650 0.983586 0.099 0.174 0.026 0.281
H -2.288376 1.944039 0.568228 0.041 0.059 0.015 0.346
H 1.483864 1.031240 0.354503 0.028 -0.133 0.240 0.201
H 3.508656 -1.017985 0.952434 0.149 -0.131 0.298 -0.139
H 3.982032 0.143660 -1.075973 0.177 0.142 -0.127 -0.170
H 2.883180 -1.961754 -1.162846 -0.027 -0.270 -0.137 -0.126
H 0.546043 -1.333343 2.181496 -0.889 0.543 -2.760 -0.105
H -0.343205 -2.123259 -0.309075 0.019 -0.327 -0.174 -0.144
```
Positions in Å, forces in eV/Å.

Values from the calculation:
* net charge: 0
* Kohn-Sham gap: 9.50 eV
* F_max: 0.0615 hartree/bohr
* energy above the lowest of the compared OMol25 structures with the same formula, charge and spin: 55.2 kcal/mol
* E: -21635.6039 eV
* HOMO level: -8.63 eV
* multiplicity: 1

***

C4H16BInO4 | the ωB97M-V functional and the def2-TZVPD basis

```
26
Properties=species:S:1:pos:R:3:forces:R:3:mulliken_charge:R:1
In 1.034053 1.344150 -0.197967 -3.007 -2.276 -0.705 1.183
B -1.248097 0.243227 -1.495243 -0.090 0.818 1.466 0.228
H -0.069900 0.223578 -1.889446 1.029 -1.089 -0.410 -0.012
H -1.922453 -0.141201 -2.416856 0.525 0.813 -1.145 0.139
H -1.262680 -0.346698 -0.456294 0.621 0.149 0.167 -0.073
H -1.656761 1.367303 -1.192043 -0.893 -0.118 0.186 -0.003
C -1.768743 0.668468 1.886035 -0.037 -0.601 -0.367 -0.402
C -2.004370 2.135286 1.851655 -0.226 0.477 1.441 -0.517
O -1.311204 2.710111 0.748419 -0.233 0.036 -0.314 -0.476
O -0.357509 0.431045 1.546555 0.397 0.106 0.132 -0.525
H -2.394449 0.144402 1.164888 0.153 0.057 -0.191 0.379
H -1.953592 0.196009 2.852599 0.124 0.380 0.133 0.416
H -1.684870 2.597914 2.792009 0.259 0.039 -0.194 0.320
H -3.079460 2.325085 1.812713 0.038 -0.059 -0.284 0.413
H -1.931129 3.366652 0.400480 0.546 0.259 -0.306 0.322
H -0.285776 -0.530606 1.480756 0.319 -0.070 -0.219 0.379
C 1.707475 -2.334439 -0.582625 -0.181 -0.169 -0.406 -0.515
C 2.741000 -1.584380 -1.368691 1.107 -0.704 -0.087 -0.404
O 2.170491 -0.350979 -1.854360 0.024 0.678 0.715 -0.464
O 1.206955 -1.431371 0.402826 -0.413 1.042 0.783 -0.441
H 2.105920 -3.228781 -0.105972 0.223 0.064 -0.107 0.434
H 0.870411 -2.646889 -1.208057 -0.043 0.153 0.032 0.276
H 3.126951 -2.155227 -2.217853 -0.373 -0.078 -0.058 0.430
H 3.626853 -1.406459 -0.746499 -0.186 0.354 0.020 0.291
H 2.791597 0.028931 -2.491022 0.029 0.056 -0.170 0.322
H 1.549287 -1.625123 1.283980 0.289 -0.316 -0.115 0.302
```
Positions in Å, forces in eV/Å.

Values from the calculation:
* net charge: +2
* Kohn-Sham gap: 4.91 eV
* F_max: 0.0746 hartree/bohr
* energy above the lowest of the compared OMol25 structures with the same formula, charge and spin: 0.0 kcal/mol
* E: -18424.0360 eV
* HOMO level: -17.85 eV
* multiplicity: 1

***

C4H16BeF6NO10S2 | the ωB97M-V functional and the def2-TZVPD basis

```
40
Properties=species:S:1:pos:R:3:forces:R:3:mulliken_charge:R:1
Be 23.607810 -3.282350 3.826230 -0.005 -0.357 0.028 0.961
C 24.028740 -9.680730 3.877350 0.635 -2.072 -0.995 0.647
F 25.291800 -10.155290 3.721780 -1.822 0.664 0.513 -0.178
F 23.555510 -9.442600 2.610660 0.245 -0.245 2.777 -0.171
F 23.276380 -10.662890 4.563480 1.718 3.234 -1.811 -0.169
S 24.091650 -7.938210 4.907300 -5.485 0.624 1.336 0.944
O 22.887670 -7.186310 4.450710 2.694 -1.228 0.063 -0.576
O 23.970990 -8.301750 6.336810 1.753 0.716 -3.134 -0.491
N 25.415360 -7.030190 4.236720 -4.464 -0.480 -0.623 -0.238
S 26.661640 -7.439040 4.964760 7.158 0.875 2.712 1.004
O 27.045820 -6.359930 5.929520 -0.948 -1.643 -2.010 -0.496
O 26.739660 -8.763380 5.486810 -0.345 -0.336 -0.080 -0.462
C 27.993510 -7.327340 3.519430 0.789 -0.909 0.138 0.687
F 27.644710 -7.947690 2.388290 -0.195 -0.751 0.977 -0.205
F 28.051890 -6.074080 3.195520 0.327 1.751 0.220 -0.212
F 29.239650 -7.760160 3.911460 -2.214 0.450 -0.203 -0.198
O 22.397100 0.434140 3.285270 0.171 -0.412 0.087 -0.588
H 22.833380 1.212440 2.938640 0.182 0.187 -0.109 0.305
H 21.481450 0.695590 3.382530 -0.289 0.015 0.049 0.306
O 26.411130 -0.989990 6.106720 -0.313 -0.215 -0.179 -0.613
H 26.490390 -0.038630 6.036970 -0.023 0.279 0.004 0.314
H 27.289110 -1.287060 6.345770 0.243 -0.143 0.104 0.317
O 19.296280 -3.045290 3.562370 0.398 0.014 0.040 -0.602
H 18.619850 -2.686960 4.137060 -0.166 0.077 0.210 0.309
H 18.841950 -3.223330 2.738890 -0.102 -0.085 -0.241 0.311
O 22.615220 -4.031570 0.173720 0.158 0.076 0.468 -0.592
H 23.133060 -3.412970 -0.341470 0.154 0.180 -0.175 0.310
H 22.004410 -4.415510 -0.455340 -0.221 -0.183 -0.105 0.303
C 26.861890 -1.949350 -0.214290 1.625 1.140 0.077 -0.596
O 26.465720 -1.444340 1.075210 -0.976 -0.865 -0.178 -0.481
H 26.250850 -1.636590 -1.060990 -0.477 0.158 0.389 0.242
H 27.834850 -1.477550 -0.351620 0.164 -0.265 -0.704 0.293
H 27.047470 -3.019790 -0.302660 -0.412 -0.116 0.688 0.236
H 27.106370 -0.793810 1.371850 -0.019 -0.128 -0.194 0.316
C 21.222720 -3.563230 8.868950 -0.817 -1.531 -1.286 -0.525
O 22.089700 -2.951170 7.962460 1.272 1.304 -0.082 -0.448
H 20.215080 -3.274480 8.569950 -0.318 0.480 0.948 0.216
H 21.237910 -4.594480 8.516280 0.003 -0.546 0.879 0.188
H 21.530620 -3.451790 9.908600 -0.434 -0.019 -0.110 0.315
H 22.594040 -2.341710 8.506340 0.355 0.305 -0.488 0.317
```
Positions in Å, forces in eV/Å.

Values from the calculation:
* net charge: +1
* Kohn-Sham gap: 2.66 eV
* F_max: 0.1498 hartree/bohr
* energy above the lowest of the compared OMol25 structures with the same formula, charge and spin: 0.0 kcal/mol
* E: -64729.4504 eV
* HOMO level: -12.63 eV
* multiplicity: 1